No. 1
Here is a structure of composition C32H28HoN5O7S in a non-equilibrium geometry from the OMol25 dataset. Energies are from the ωB97M-V functional and the def2-TZVPD basis.

XYZ file:
```
74
Properties=species:S:1:pos:R:3:forces:R:3
Ho 0.548 -0.492 0.311 -3.46 -1.06 -1.95
C -1.691 3.944 2.965 0.17 0.75 -0.23
C -1.499 2.454 3.075 0.50 -2.32 -0.06
C -2.414 1.480 2.523 0.73 2.59 1.42
C -2.216 0.123 2.723 0.86 -0.52 0.37
C -3.248 -0.856 2.246 -0.37 -0.60 -0.08
C -1.091 -0.334 3.463 -0.49 1.37 0.37
C -0.253 0.607 4.136 -0.34 -1.98 -0.81
C 0.674 0.144 5.256 -0.15 1.45 -0.29
C -0.375 1.927 3.772 -0.94 1.38 -0.45
H -0.744 4.518 3.127 -0.54 -0.69 -0.20
H -2.390 4.372 3.726 0.27 -0.59 -0.60
H -2.057 4.199 1.953 0.03 0.03 0.52
H -3.328 1.932 2.116 0.24 -0.71 -0.23
H -3.191 -1.862 2.725 -0.04 0.92 0.01
H -3.126 -1.072 1.189 -0.04 0.16 -0.31
H -4.244 -0.402 2.387 0.30 -0.44 -0.04
H -0.962 -1.406 3.566 0.07 0.08 0.29
H 1.622 0.698 5.281 -0.15 -0.11 -0.25
H 0.886 -0.898 5.184 0.10 -0.80 0.02
H 0.193 0.387 6.221 0.05 -0.35 -0.33
H 0.441 2.597 4.004 -0.10 0.30 0.54
O 5.414 -3.092 1.163 -0.60 -0.76 0.49
C 4.651 -3.857 1.887 1.12 -0.72 -0.32
C 5.085 -5.140 2.393 -0.13 0.36 -0.54
C 4.213 -6.098 2.911 0.48 1.78 -0.27
C 2.923 -5.686 3.275 -0.59 1.13 0.03
C 2.530 -4.334 3.051 0.34 -2.20 -0.85
C 3.323 -3.553 2.207 -1.28 2.08 1.30
C 2.724 -2.259 1.781 -2.71 -0.27 -1.46
O 1.517 -1.870 2.103 2.37 -0.18 -0.37
N 3.337 -1.681 0.724 -0.11 0.19 0.80
N 2.785 -0.482 0.210 2.36 -0.33 -0.25
C 3.656 0.440 -0.122 -0.53 -2.44 0.63
C 3.330 1.746 -0.463 1.40 1.03 -0.82
C 4.308 2.663 -1.124 -2.12 -0.54 0.94
C 3.908 3.958 -1.346 1.01 -0.52 0.14
C 2.669 4.357 -0.805 0.11 1.43 -1.18
C 1.838 3.550 -0.116 -1.79 -0.03 0.84
C 2.117 2.169 0.084 -1.73 1.34 0.89
O 1.242 1.489 0.810 1.76 1.13 -0.79
H 4.255 -2.168 0.508 0.41 0.70 0.03
H 6.143 -5.260 2.238 0.25 -0.72 -0.14
H 4.540 -7.116 3.037 0.08 -0.16 0.26
H 2.246 -6.422 3.687 -0.15 0.19 0.20
H 1.546 -3.936 3.292 0.17 -0.31 0.09
H 4.659 0.143 0.006 1.44 -0.21 -0.15
H 5.291 2.328 -1.423 -0.09 -0.36 -0.04
H 4.559 4.701 -1.863 -0.62 -0.77 0.46
H 2.408 5.377 -1.098 -0.36 -0.17 0.58
H 0.841 3.853 0.307 1.21 0.02 -0.64
O -0.840 -2.004 -0.561 -1.92 -1.23 2.49
O -4.440 2.331 -7.203 -1.83 0.91 -0.50
S -5.714 1.545 -7.188 3.82 0.27 -0.53
O -6.834 1.998 -6.416 -0.49 0.48 0.62
O -6.052 1.075 -8.520 -0.29 -0.44 0.32
C -4.757 0.307 -6.244 -2.32 -0.31 0.45
N -4.754 -0.936 -6.722 1.23 0.38 1.06
C -3.877 -1.682 -6.032 -0.27 -1.60 -0.51
C -3.046 -1.245 -5.020 -0.64 -2.81 -1.26
C -3.307 -0.001 -4.537 0.90 -0.41 0.03
N -4.201 0.749 -5.098 -0.98 1.23 -1.17
C -2.377 0.420 -3.511 -0.06 -0.72 2.57
C -2.209 1.786 -3.203 0.62 -0.07 0.00
C -1.096 2.094 -2.437 -0.49 0.66 0.91
N -0.432 1.193 -1.638 -0.19 4.24 -2.18
C -0.676 -0.021 -1.964 3.18 -4.49 3.06
C -1.621 -0.569 -2.775 -1.41 2.67 -2.59
H -3.909 -2.754 -6.296 0.35 0.48 0.01
H -2.364 -1.969 -4.563 -0.29 0.59 -0.45
H -2.909 2.581 -3.526 0.81 -0.72 -0.52
H -0.666 3.086 -2.503 -0.36 0.46 0.64
H -1.812 -2.213 -0.386 2.08 0.21 -0.28
H -1.700 -1.650 -2.922 0.14 0.67 0.27
```
Forces are in eV/Å.

Values from the calculation:
relative energy (zero: lowest compared OMol25 entry of this formula, charge and spin) = 1.436 eV
Kohn-Sham gap (spin up / spin down) = 4.60 / 4.66 eV
multiplicity = 5
total charge = -2

=====

No. 2
Here is the ion C6H15N with charge -1 in a non-equilibrium geometry from the OMol25 dataset. Energies are from the ωB97M-V functional and the def2-TZVPD basis.

XYZ file:
```
22
Properties=species:S:1:pos:R:3:forces:R:3
C 1.886 1.100 -2.015 -4.09 -0.58 0.78
C 0.348 0.590 -2.141 2.05 0.05 1.35
C -0.363 0.749 -0.735 -1.84 0.43 -2.11
C -1.018 -0.605 -0.229 2.84 1.53 -2.73
C -1.533 -0.453 1.093 0.92 -1.58 3.28
N -0.518 -0.166 2.121 -2.11 2.40 -0.87
C 0.455 -1.106 2.447 -0.49 -1.51 1.05
H 2.411 0.505 -1.332 0.68 -0.67 1.26
H 1.852 2.129 -1.743 0.26 0.79 0.32
H 2.276 0.962 -2.938 1.68 -0.11 -2.99
H -0.068 1.086 -3.033 -0.34 0.20 0.72
H 0.356 -0.475 -2.422 0.11 0.17 0.21
H 0.225 1.186 0.043 1.03 -0.10 0.29
H -1.122 1.594 -0.909 0.34 -1.40 0.47
H -0.221 -1.393 -0.370 -1.02 0.57 0.36
H -1.825 -0.774 -0.899 -0.78 -0.68 -0.78
H -2.129 -1.302 1.380 -0.20 -1.12 0.14
H -2.253 0.286 1.154 -1.28 2.09 -0.08
H -1.016 0.174 2.963 0.54 -0.37 -0.62
H 0.932 -1.602 1.647 -0.09 -0.74 -1.56
H 1.306 -0.600 2.810 1.06 0.55 1.47
H 0.020 -1.885 3.109 0.73 0.04 0.04
```
Forces are in eV/Å.

Values from the calculation:
relative energy (zero: lowest compared OMol25 entry of this formula, charge and spin) = 1.509 eV
Kohn-Sham gap (spin up / spin down) = 2.34 / 8.22 eV
multiplicity = 2
total charge = -1

=====

No. 3
Here is a cluster of 3 separate species, C33H46F9N7O4P2 in total in a non-equilibrium geometry from the OMol25 dataset. Energies are from the ωB97M-V functional and the def2-TZVPD basis.

XYZ file:
```
101
Properties=species:S:1:pos:R:3:forces:R:3
O -0.473 1.675 0.194 -0.49 -3.34 2.53
C -0.655 0.731 0.991 0.42 1.74 -0.49
C -1.010 1.030 2.538 -1.06 -2.17 -0.25
C -1.836 0.126 3.254 1.40 1.70 -0.53
C -2.152 0.376 4.783 -0.70 -0.22 2.22
C -2.156 1.829 5.386 -0.63 -3.50 2.25
C -2.430 1.967 6.917 0.29 -3.08 -1.75
C -2.682 0.695 7.800 0.48 -0.40 -3.31
C -2.697 -0.749 7.195 0.88 3.78 -2.35
C -2.420 -0.894 5.672 -0.09 3.39 1.43
C -2.397 -1.131 2.406 -1.55 -0.19 1.06
O -3.534 -1.619 2.610 4.33 1.52 -0.96
C -1.356 -1.714 1.316 1.26 0.16 -1.01
C -1.316 -3.291 1.127 -0.97 -0.79 -0.39
C -2.424 -3.914 0.213 3.83 -3.44 2.49
C -2.283 -5.481 0.125 1.92 3.48 2.12
C -1.148 -6.094 0.963 -1.03 0.65 -0.90
N -0.164 -5.493 1.787 -3.03 2.54 -1.85
C -0.243 -4.081 1.900 -2.54 -0.99 -2.22
C -0.504 -0.838 0.610 -1.66 -0.88 1.41
C 0.611 -1.273 -0.466 1.43 2.22 2.35
F 1.637 -0.257 -0.265 -1.95 -2.02 -0.50
F 1.292 -2.473 -0.153 -1.93 2.12 -1.22
C 0.195 -1.081 -1.992 0.92 1.98 -1.79
F -0.734 0.001 -2.175 2.04 -2.83 0.98
F 1.380 -0.647 -2.689 -2.65 -1.35 1.40
C -0.388 -2.311 -2.799 -1.96 0.97 -2.53
F -1.762 -2.525 -2.437 3.58 0.09 -0.40
F -0.474 -1.869 -4.173 0.41 -0.84 3.07
C 0.480 -3.651 -2.854 0.09 -3.00 -0.53
F 0.239 -4.329 -4.091 0.50 1.83 3.22
F 0.012 -4.524 -1.824 1.62 2.32 -2.50
F 1.870 -3.469 -2.783 -3.62 -0.20 0.18
H -0.541 1.978 2.971 -0.92 -1.55 -0.73
H -1.953 2.730 4.698 -0.48 -1.61 1.39
H -2.409 3.022 7.374 -0.11 -2.00 -0.70
H -2.869 0.811 8.924 0.32 -0.10 -1.96
H -2.888 -1.626 7.895 0.33 1.29 -1.30
H -2.404 -1.904 5.145 -0.09 1.55 0.99
H -3.216 -3.316 -0.337 1.30 -0.81 0.95
H -3.007 -6.088 -0.524 1.41 0.86 1.26
H -1.084 -7.246 0.904 0.04 2.09 0.18
H 0.517 -3.546 2.578 -1.36 -0.92 -1.26
O -4.542 4.304 -4.429 1.52 -1.99 3.83
P -3.629 3.174 -4.938 -2.49 3.01 -7.89
N -2.674 4.281 -5.862 1.13 0.87 0.02
C -2.063 4.092 -7.165 0.17 -0.45 -0.15
C -1.889 5.228 -5.066 -0.37 0.26 0.35
N -4.859 2.509 -5.958 -0.81 -0.57 0.08
C -4.768 2.381 -7.401 0.47 -0.63 -0.06
C -6.252 2.792 -5.608 0.10 0.08 0.47
N -2.580 1.831 -5.438 -0.26 -0.82 3.54
C -3.135 0.504 -5.061 -0.33 -0.60 -0.30
C -1.247 1.865 -4.792 0.62 0.38 -0.16
H -1.233 3.378 -7.162 0.11 -0.10 -0.11
H -1.664 5.036 -7.551 -0.05 0.06 0.39
H -2.775 3.786 -7.925 -0.08 -0.23 0.17
H -1.013 4.754 -4.612 0.24 0.10 0.00
H -2.484 5.658 -4.257 -0.08 -0.20 -0.07
H -1.542 6.075 -5.665 -0.08 -0.21 -0.12
H -4.907 3.345 -7.903 0.03 0.03 -0.06
H -5.538 1.700 -7.780 -0.12 0.10 0.18
H -3.826 1.930 -7.717 0.07 0.23 0.11
H -6.550 3.798 -5.919 -0.08 0.05 0.08
H -6.411 2.692 -4.532 0.06 0.22 -0.18
H -6.932 2.074 -6.080 0.28 -0.06 -0.17
H -3.301 0.438 -3.981 0.12 -0.19 -0.03
H -2.452 -0.298 -5.359 0.20 0.28 0.11
H -4.077 0.282 -5.561 0.05 0.39 0.04
H -1.335 1.946 -3.705 0.18 -0.17 -0.06
H -0.636 2.695 -5.146 -0.26 0.16 -0.04
H -0.671 0.966 -5.030 -0.31 -0.02 0.03
O 3.330 -1.412 4.761 -0.43 -3.64 -2.77
P 4.314 -1.105 3.619 1.35 7.44 4.52
N 5.627 -0.899 4.725 1.02 -0.68 0.69
C 6.727 0.049 4.670 0.20 0.16 -0.44
C 6.044 -2.120 5.418 -0.48 -0.21 0.25
N 3.607 0.442 3.295 -0.82 0.38 -0.46
C 4.299 1.714 3.391 0.41 0.01 -0.66
C 2.216 0.644 3.699 -0.04 -0.50 0.00
N 5.406 -0.818 2.248 -1.79 -2.92 -1.35
C 4.676 -0.657 0.962 -0.22 0.53 -0.48
C 6.334 -1.946 2.001 0.66 -0.15 0.31
H 7.439 -0.151 3.861 0.14 0.07 -0.09
H 7.300 0.037 5.603 -0.21 -0.34 0.00
H 6.394 1.078 4.587 -0.16 -0.07 -0.24
H 6.616 -2.787 4.766 0.23 -0.12 0.07
H 5.182 -2.682 5.787 -0.06 0.13 -0.17
H 6.656 -1.901 6.298 -0.03 0.18 -0.18
H 4.439 2.023 4.434 0.05 0.03 0.04
H 3.732 2.504 2.888 -0.18 -0.14 0.07
H 5.262 1.700 2.876 0.02 -0.17 0.20
H 2.131 0.839 4.773 -0.14 -0.05 0.06
H 1.607 -0.229 3.448 0.11 0.08 0.24
H 1.766 1.487 3.164 0.36 0.07 -0.10
H 4.060 -1.536 0.744 0.10 0.04 -0.19
H 5.379 -0.509 0.136 0.15 -0.22 0.23
H 4.029 0.218 0.950 0.04 -0.16 0.35
H 5.795 -2.895 1.915 0.16 0.00 -0.19
H 7.079 -2.049 2.789 -0.21 0.09 0.19
H 6.910 -1.789 1.084 -0.29 0.12 0.04
```
Forces are in eV/Å.

Values from the calculation:
relative energy (zero: lowest compared OMol25 entry of this formula, charge and spin) = 0.000 eV
Kohn-Sham gap = 6.28 eV
SMILES string = O=C1C=C(c2ccccc2)C(=O)C(c2cccnc2)=C1C(F)(F)C(F)(F)C(F)(F)C(F)(F)F.CN(C)P(=O)(N(C)C)N(C)C.CN(C)P(=O)(N(C)C)N(C)C

=====

No. 4
Here is a cluster of 2 separate species, CH3I3OSi in total in a non-equilibrium geometry from the OMol25 dataset. Energies are from the ωB97M-V functional and the def2-TZVPD basis.

XYZ file:
```
9
Properties=species:S:1:pos:R:3:forces:R:3
C -1.880 -0.093 0.282 -0.59 1.88 0.93
O -0.690 -0.298 0.924 2.40 0.13 -0.81
Si 1.989 0.142 -0.221 -2.15 -0.64 -0.17
I 2.923 -1.523 1.245 -0.09 0.41 -0.25
I 1.953 -0.560 -2.648 0.01 0.43 1.34
I 2.485 2.481 0.120 -0.03 -0.50 -0.04
H -1.848 -0.021 -0.804 0.39 0.62 -0.48
H -2.440 0.846 0.743 0.77 -1.65 -1.12
H -2.492 -0.973 0.359 -0.71 -0.67 0.59
```
Forces are in eV/Å.

Values from the calculation:
relative energy (zero: lowest compared OMol25 entry of this formula, charge and spin) = 4.698 eV
Kohn-Sham gap (spin up / spin down) = 5.80 / 5.80 eV

=====

No. 5
Here is a structure of composition C4HAgLiO4 in a non-equilibrium geometry from the OMol25 dataset. Energies are from the ωB97M-V functional and the def2-TZVPD basis.

XYZ file:
```
11
Properties=species:S:1:pos:R:3:forces:R:3
O 0.823 0.401 -0.632 -0.07 0.10 0.00
C 0.761 -0.021 -1.679 0.00 0.00 0.06
C 3.012 -0.353 1.738 -5.54 3.54 -1.98
C 4.153 0.129 1.304 -0.23 -2.61 2.09
H 4.623 0.402 0.368 0.41 -0.64 0.41
Li 1.327 0.916 1.382 0.23 -0.58 -0.19
O 4.795 -0.628 2.491 4.79 2.67 0.86
C 4.184 -0.236 3.613 -0.43 -3.57 -0.34
O 4.603 -0.527 4.726 0.06 0.94 1.20
O 2.929 -0.058 3.306 0.14 0.02 -1.00
Ag 3.262 -0.782 6.976 0.62 0.13 -1.11
```
Forces are in eV/Å.

Values from the calculation:
relative energy (zero: lowest compared OMol25 entry of this formula, charge and spin) = 4.142 eV
Kohn-Sham gap = 5.51 eV
total charge = +1

=====

Which formula does entry 3 have? C33H46F9N7O4P2

=====

Number 5 is which compound? C4HAgLiO4